No. 1
DFT (the ωB97M-V functional and the def2-TZVPD basis) results for a cluster of 2 separate species, CHNO3S in total.

Each line ends with the Löwdin charge.
Element x y z (Å)
1 O 1.857 -0.552 -0.475  0.08
2 C 2.896 -0.142 -0.175  -0.88
3 S 4.278 0.396 0.260  0.81
4 O -0.202 2.152 -0.287  0.04
5 N -1.207 1.580 -0.071  -0.07
6 O -1.189 0.167 0.141  -0.06
7 H -0.393 -0.405 0.187  0.08

Output
- LUMO (eV) = 0.2
- max |F| (eV/A) = 1.71
- ΔE to the lowest compared entry with this formula, charge and spin (kJ/mol) = 213.1
- gap between HOMO and LUMO (eV) = 10.98
- molecular weight (g/mol) = 107.090

---

No. 2
DFT (the ωB97M-V functional and the def2-TZVPD basis) results for a structure of composition CHNO3S2.

Each line ends with the Löwdin charge.
Element x y z (Å)
1 C -3.058 -0.223 -0.193  -0.68
2 N -0.144 -0.135 -0.175  -0.49
3 O -4.129 -0.468 -0.667  0.16
4 O -2.584 1.022 -0.107  -0.43
5 O -2.327 -1.234 0.387  -0.32
6 S -1.205 1.661 0.618  0.82
7 S -0.672 -1.320 0.678  0.94
8 H 0.803 0.087 -0.203  0.00

Output
- LUMO (alpha / beta) (eV) = -1.6 / -1.6
- max |F| (eV/A) = 3.45
- ΔE to the lowest compared entry with this formula, charge and spin (kJ/mol) = 0.0
- gap between HOMO and LUMO (alpha / beta) (eV) = 7.28 / 7.40
- molecular weight (g/mol) = 139.157

---

No. 3
DFT (the ωB97M-V functional and the def2-TZVPD basis) results for a cluster of 2 separate species, CHNO3S3 in total.

Each line ends with the Löwdin charge.
Element x y z (Å)
1 C -2.119 0.553 -0.468  -1.09
2 N 0.479 -0.249 -0.315  -0.38
3 O -6.313 -1.178 0.950  -0.43
4 O -6.318 0.957 -0.215  -0.44
5 O -2.865 -0.200 -0.979  0.02
6 S -1.927 1.673 0.749  0.71
7 S -0.289 1.004 -0.754  0.76
8 S -6.511 -0.465 -0.281  0.87
9 H 1.394 -0.071 0.086  -0.01

Output
- LUMO (eV) = -1.0
- max |F| (eV/A) = 1.17
- ΔE to the lowest compared entry with this formula, charge and spin (kJ/mol) = 104.4
- gap between HOMO and LUMO (eV) = 8.70
- molecular weight (g/mol) = 171.224

---

No. 4
DFT (the ωB97M-V functional and the def2-TZVPD basis) results for the molecule CHNO4.

Each line ends with the Löwdin charge.
Element x y z (Å)
1 C 1.124 -0.336 -0.033  -0.27
2 N -1.126 0.306 0.111  -0.56
3 O 1.984 -1.161 -0.068  0.14
4 O -2.119 -0.225 -0.111  0.24
5 O -0.110 -0.572 0.516  0.13
6 O -0.863 1.445 0.123  0.21
7 H 1.112 0.544 -0.538  0.11

Output
- LUMO (alpha / beta) (eV) = 0.7 / -4.9
- 2S+1 = 3
- max |F| (eV/A) = 10.87
- ΔE to the lowest compared entry with this formula, charge and spin (kJ/mol) = 377.1
- gap between HOMO and LUMO (alpha / beta) (eV) = 8.66 / 6.76
- molecular weight (g/mol) = 91.022

---

No. 5
DFT (the ωB97M-V functional and the def2-TZVPD basis) results for a cluster of 2 separate species, CHNO5 in total.

Each line ends with the Löwdin charge.
Element x y z (Å)
1 C -0.050 -1.054 -1.609  -0.07
2 N 0.218 0.739 1.167  -0.50
3 O -1.101 1.200 1.276  0.09
4 O 0.985 1.619 0.917  0.12
5 O 1.180 -1.334 -1.909  0.06
6 O 0.060 -1.396 -2.878  0.05
7 O 0.381 -0.395 1.238  0.12
8 H -1.673 0.621 1.799  0.13

Output
- LUMO (eV) = 0.0
- max |F| (eV/A) = 4.41
- ΔE to the lowest compared entry with this formula, charge and spin (kJ/mol) = 599.0
- gap between HOMO and LUMO (eV) = 11.83
- molecular weight (g/mol) = 107.021

---

No. 6
DFT (the ωB97M-V functional and the def2-TZVPD basis) results for a structure of composition CHNO5S.

Each line ends with the Löwdin charge.
Element x y z (Å)
1 C -0.067 0.693 -0.400  -0.31
2 N 0.535 1.869 -0.012  -0.29
3 O 1.380 1.910 -0.970  0.11
4 O -0.937 0.274 -1.047  0.15
5 O 0.504 2.468 1.045  0.16
6 O -1.047 -1.933 0.646  -0.34
7 O 0.948 -0.696 0.299  -0.42
8 S 0.163 -1.844 -0.314  0.91
9 H -1.479 -2.741 0.753  0.04

Output
- LUMO (alpha / beta) (eV) = -1.8 / -1.8
- max |F| (eV/A) = 3.77
- ΔE to the lowest compared entry with this formula, charge and spin (kJ/mol) = 419.9
- gap between HOMO and LUMO (alpha / beta) (eV) = 6.55 / 6.54
- molecular weight (g/mol) = 139.088

---

No. 7
DFT (the ωB97M-V functional and the def2-TZVPD basis) results for a cluster of 2 separate species, CHNO5S in total.

Each line ends with the Löwdin charge.
Element x y z (Å)
1 O 0.562 -0.351 0.368  -0.47
2 S 0.375 1.079 -0.076  0.88
3 O 0.920 1.546 -1.338  -0.43
4 N 1.970 0.871 1.097  -0.19
5 O 1.990 0.895 2.287  0.03
6 H 2.687 0.150 0.550  0.20
7 O -3.026 -0.350 -1.406  0.18
8 C -2.831 -1.409 -0.952  -0.45
9 O -2.648 -2.431 -0.531  0.25

Output
- LUMO (alpha / beta) (eV) = -1.1 / -1.0
- max |F| (eV/A) = 4.85
- ΔE to the lowest compared entry with this formula, charge and spin (kJ/mol) = 56.8
- gap between HOMO and LUMO (alpha / beta) (eV) = 9.44 / 9.44
- molecular weight (g/mol) = 139.088

---

No. 8
DFT (the ωB97M-V functional and the def2-TZVPD basis) results for a cluster of 2 separate species, CHNS4 in total.

Each line ends with the Löwdin charge.
Element x y z (Å)
1 C 1.586 0.430 0.665  -1.23
2 N 2.528 0.978 2.401  -0.93
3 S 2.374 0.857 -0.668  0.65
4 S 1.554 0.322 3.641  0.43
5 S 1.659 2.273 2.860  0.48
6 S 0.159 -0.307 1.207  0.67
7 H -0.537 -0.150 0.044  -0.08

Output
- LUMO (alpha / beta) (eV) = -0.7 / -0.7
- max |F| (eV/A) = 4.96
- ΔE to the lowest compared entry with this formula, charge and spin (kJ/mol) = 341.2
- gap between HOMO and LUMO (alpha / beta) (eV) = 7.47 / 7.47
- molecular weight (g/mol) = 155.294

---

No. 9
DFT (the ωB97M-V functional and the def2-TZVPD basis) results for the molecule CHO2PS.

Each line ends with the Löwdin charge.
Element x y z (Å)
1 C 0.945 -0.357 -0.253  -0.27
2 O 1.540 -1.263 0.042  0.21
3 O 0.276 0.503 0.957  -0.59
4 P -1.306 0.695 1.018  0.35
5 S -1.978 0.064 -0.740  0.18
6 H 0.524 0.357 -1.024  0.12

Output
- LUMO (alpha / beta) (eV) = 0.4 / -3.2
- 2S+1 = 3
- max |F| (eV/A) = 6.67
- ΔE to the lowest compared entry with this formula, charge and spin (kJ/mol) = 88.2
- gap between HOMO and LUMO (alpha / beta) (eV) = 7.45 / 7.06
- molecular weight (g/mol) = 108.058

---

No. 10
DFT (the ωB97M-V functional and the def2-TZVPD basis) results for a cluster of 2 separate species, CHO2S2 in total.

Each line ends with the Löwdin charge.
Element x y z (Å)
1 C 0.728 0.289 -0.011  -1.09
2 O -1.146 1.131 -0.295  -0.37
3 O -0.507 -2.047 -0.019  -0.71
4 S 1.904 1.374 -0.008  0.48
5 S 0.833 -1.380 0.005  0.70
6 H -1.812 0.634 0.328  0.00

Output
- LUMO (eV) = 3.5
- max |F| (eV/A) = 3.21
- charge = -1
- ΔE to the lowest compared entry with this formula, charge and spin (kJ/mol) = 338.8
- gap between HOMO and LUMO (eV) = 6.94
- molecular weight (g/mol) = 109.151

---

No. 11
DFT (the ωB97M-V functional and the def2-TZVPD basis) results for a cluster of 2 separate species, CHO2S2 in total.

Each line ends with the Löwdin charge.
Element x y z (Å)
1 C -0.095 0.811 -0.226  -1.19
2 O -1.050 -0.783 -0.742  -0.31
3 O 0.952 -1.237 1.202  -0.61
4 S -0.347 2.183 -1.013  0.44
5 S 1.094 0.266 0.831  0.76
6 H -0.554 -1.241 -0.052  -0.10

Output
- LUMO (alpha / beta) (eV) = 3.6 / 2.2
- 2S+1 = 3
- max |F| (eV/A) = 4.98
- charge = -1
- ΔE to the lowest compared entry with this formula, charge and spin (kJ/mol) = 48.4
- gap between HOMO and LUMO (alpha / beta) (eV) = 5.16 / 6.59
- molecular weight (g/mol) = 109.151

---

No. 12
DFT (the ωB97M-V functional and the def2-TZVPD basis) results for a structure of composition CHO3PS.

Each line ends with the Löwdin charge.
Element x y z (Å)
1 C -1.264 -0.110 -0.491  -0.15
2 O -0.142 2.442 0.248  -0.29
3 O 1.375 -1.866 0.897  -0.47
4 O 1.286 0.361 -0.363  -0.56
5 P -0.147 0.998 0.102  0.54
6 S 1.042 -1.376 -0.402  0.97
7 H -2.150 -0.450 0.009  -0.04

Output
- LUMO (alpha / beta) (eV) = -1.8 / -1.8
- max |F| (eV/A) = 2.93
- ΔE to the lowest compared entry with this formula, charge and spin (kJ/mol) = 400.5
- gap between HOMO and LUMO (alpha / beta) (eV) = 7.90 / 8.19
- molecular weight (g/mol) = 124.057

---

No. 13
DFT (the ωB97M-V functional and the def2-TZVPD basis) results for a cluster of 2 separate species, CHO3PS2 in total.

Each line ends with the Löwdin charge.
Element x y z (Å)
1 C -2.185 -2.349 0.394  -0.42
2 O -2.551 -3.351 -0.003  0.25
3 O -1.791 -1.342 0.782  0.11
4 O 0.012 0.883 0.423  -0.32
5 P -1.432 1.062 -0.253  -0.18
6 S -1.439 0.387 -2.075  0.23
7 S -2.673 2.010 0.868  0.27
8 H 0.632 0.327 -0.063  0.06

Output
- LUMO (eV) = -0.5
- max |F| (eV/A) = 1.85
- ΔE to the lowest compared entry with this formula, charge and spin (kJ/mol) = 0.0
- gap between HOMO and LUMO (eV) = 9.07
- molecular weight (g/mol) = 156.124

---

No. 14
DFT (the ωB97M-V functional and the def2-TZVPD basis) results for the ion CHO5P with charge -2.

Each line ends with the Löwdin charge.
Element x y z (Å)
1 O -0.826 0.301 -1.831  -0.08
2 C -0.633 0.341 -0.645  -0.66
3 O -1.410 0.831 0.179  -0.10
4 P -0.490 0.604 1.910  0.10
5 O -0.955 -0.786 2.191  -0.44
6 O -1.104 1.726 2.662  -0.44
7 O 1.000 0.629 1.520  -0.48
8 H 0.280 -0.117 -0.110  0.10

Output
- LUMO (eV) = 7.0
- max |F| (eV/A) = 3.79
- charge = -2
- ΔE to the lowest compared entry with this formula, charge and spin (kJ/mol) = 33.7
- gap between HOMO and LUMO (eV) = 7.01
- molecular weight (g/mol) = 123.988

---

No. 15
DFT (the ωB97M-V functional and the def2-TZVPD basis) results for a structure of composition CHO6S.

Each line ends with the Löwdin charge.
Element x y z (Å)
1 C 0.115 0.333 -0.532  -0.23
2 O -1.239 -1.868 -0.298  -0.32
3 O 0.482 1.373 -0.913  0.12
4 O -1.878 0.264 0.888  -0.33
5 O -2.246 -0.115 -1.530  -0.34
6 O 2.420 0.532 0.711  -0.14
7 O 1.547 -0.471 0.324  -0.24
8 S -1.513 -0.467 -0.333  0.40
9 H 2.313 0.418 1.682  0.09

Output
- LUMO (eV) = 3.8
- max |F| (eV/A) = 4.05
- charge = -1
- ΔE to the lowest compared entry with this formula, charge and spin (kJ/mol) = 456.9
- gap between HOMO and LUMO (eV) = 9.19
- molecular weight (g/mol) = 141.080

---

No. 16
DFT (the ωB97M-V functional and the def2-TZVPD basis) results for the molecule CHOPS.

Each line ends with the Löwdin charge.
Element x y z (Å)
1 O -1.203 2.186 -0.028  -0.50
2 P -0.119 1.356 0.399  0.85
3 C 0.165 -0.807 -0.044  -0.88
4 S 1.756 -1.041 -0.210  0.52
5 H -0.599 -1.695 -0.117  0.01

Output
- LUMO (eV) = -1.4
- max |F| (eV/A) = 4.04
- ΔE to the lowest compared entry with this formula, charge and spin (kJ/mol) = 102.2
- gap between HOMO and LUMO (eV) = 7.14
- molecular weight (g/mol) = 92.059

---

No. 17
DFT (the ωB97M-V functional and the def2-TZVPD basis) results for the molecule CHOPS2.

Each line ends with the Löwdin charge.
Element x y z (Å)
1 O -2.512 0.335 1.051  -0.54
2 P -2.138 -0.111 -0.278  0.71
3 S -0.082 0.931 -0.686  0.45
4 C 0.426 -0.635 -0.500  -1.12
5 S 2.069 -0.908 0.038  0.65
6 H 2.237 0.389 0.375  -0.15

Output
- LUMO (alpha / beta) (eV) = -0.9 / -0.9
- max |F| (eV/A) = 1.84
- gap between HOMO and LUMO (alpha / beta) (eV) = 7.92 / 7.92
- molecular weight (g/mol) = 124.126

---

No. 18
DFT (the ωB97M-V functional and the def2-TZVPD basis) results for a structure of composition CI6P.

Each line ends with the Löwdin charge.
Element x y z (Å)
1 C -0.889 0.316 -1.541  -1.98
2 P 0.468 -0.174 1.181  -0.58
3 I -0.262 -1.548 -1.952  0.90
4 I 0.265 1.923 -2.261  0.83
5 I -2.815 0.787 -0.902  0.88
6 I 0.048 0.561 3.507  0.34
7 I 0.507 -2.687 1.118  0.29
8 I 2.677 0.823 0.849  0.32

Output
- LUMO (alpha / beta) (eV) = -6.5 / -6.5
- max |F| (eV/A) = 1.19
- charge = +1
- ΔE to the lowest compared entry with this formula, charge and spin (kJ/mol) = 36.1
- gap between HOMO and LUMO (alpha / beta) (eV) = 5.88 / 5.88
- molecular weight (g/mol) = 804.409

---

No. 19
DFT (the ωB97M-V functional and the def2-TZVPD basis) results for a structure of composition CInNO6.

Each line ends with the Löwdin charge.
Element x y z (Å)
1 In -0.730 -1.174 -0.641  1.12
2 C 1.574 0.758 -2.351  -0.88
3 O 2.709 0.803 -2.849  0.32
4 O 0.482 0.484 -2.869  0.15
5 O 1.618 0.539 -1.099  0.22
6 N -1.420 -0.348 2.480  -0.62
7 O -0.335 -0.164 1.847  -0.21
8 O -2.290 -1.064 1.916  -0.14
9 O -1.607 0.166 3.564  0.05

Output
- LUMO (eV) = -6.6
- max |F| (eV/A) = 2.97
- gap between HOMO and LUMO (eV) = 2.61
- molecular weight (g/mol) = 236.830

---

No. 20
DFT (the ωB97M-V functional and the def2-TZVPD basis) results for a cluster of 2 separate species, CN2O3S in total.

Each line ends with the Löwdin charge.
Element x y z (Å)
1 C -1.193 -0.635 0.198  -0.60
2 N 0.739 0.793 -0.189  -0.32
3 N -0.129 -1.140 -0.088  -0.16
4 O 1.870 0.570 -0.057  0.12
5 O 0.045 1.693 0.095  -0.04
6 O 0.789 -1.880 0.090  0.11
7 S -2.121 0.600 -0.049  0.89

Output
- LUMO (alpha / beta) (eV) = -0.2 / -3.0
- 2S+1 = 3
- max |F| (eV/A) = 3.01
- ΔE to the lowest compared entry with this formula, charge and spin (kJ/mol) = 372.4
- gap between HOMO and LUMO (alpha / beta) (eV) = 8.37 / 6.34
- molecular weight (g/mol) = 120.089